# 1
C25H33N3O5S | ωB97M-V/def2-TZVPD

Energy relative to the best compared isomer or geometry (same formula, charge and spin)   70.2 kcal/mol
Total charge   0
HOMO-LUMO gap   9.143 eV
SMILES string   COc1ccc(OC)c(S(=O)(=O)N2CCC(C(=O)N3CCN(Cc4ccccc4)CC3)CC2)c1

XYZ file:
```
67
Properties=species:S:1:pos:R:3:forces:R:3
C 6.1645 3.1797 -1.8726 0.08 -0.02 -0.14
O 5.5171 3.5089 -0.6632 -0.07 0.13 0.19
C 4.7808 2.5536 -0.0463 -0.20 -0.36 0.16
C 4.1591 2.9189 1.1513 0.14 -0.05 -0.23
C 3.4001 2.0087 1.8508 -0.02 -0.24 -0.08
C 3.2222 0.7005 1.3904 -0.05 0.03 0.23
O 2.4039 -0.1222 2.1109 -0.07 0.43 -0.12
C 2.9990 -1.2820 2.6767 0.11 -0.14 0.23
C 3.8216 0.3540 0.1850 -0.40 -0.62 -0.04
S 3.6430 -1.2503 -0.6072 -0.23 -0.08 -0.05
O 3.8531 -1.0522 -2.0174 -0.11 0.19 0.07
O 4.4757 -2.2216 0.0459 -0.08 -0.06 0.08
N 2.0562 -1.6378 -0.2842 1.08 0.37 -0.09
C 1.1058 -0.8059 -0.9797 -0.41 0.52 -0.14
C -0.2529 -0.9297 -0.2960 0.16 -0.09 -0.24
C -0.7090 -2.3947 -0.2996 0.00 -0.01 0.43
C -2.0220 -2.5208 0.4706 0.31 -0.15 -0.33
O -2.0331 -2.8263 1.6490 0.19 -0.03 0.34
N -3.1723 -2.2881 -0.2044 -0.44 0.01 -0.03
C -3.3478 -1.8102 -1.5540 0.07 0.34 -0.27
C -4.0083 -0.4272 -1.5344 0.09 -0.27 -0.12
N -5.2833 -0.5202 -0.8543 -0.04 -0.02 -0.04
C -6.1114 0.6726 -0.9859 0.02 -0.03 -0.02
C -5.5163 1.9172 -0.3730 -0.06 -0.01 -0.03
C -5.7475 2.2299 0.9613 -0.01 0.01 -0.07
C -5.1491 3.3343 1.5418 0.00 0.03 0.11
C -4.3083 4.1418 0.7952 0.03 0.06 0.03
C -4.0772 3.8444 -0.5369 0.09 0.07 -0.05
C -4.6777 2.7403 -1.1156 -0.06 -0.01 0.03
C -5.0852 -0.9565 0.5154 0.05 -0.31 -0.02
C -4.4349 -2.3389 0.5063 -0.14 0.11 0.45
C 0.3690 -3.2444 0.3785 0.02 0.13 -0.22
C 1.7103 -3.0425 -0.3165 0.13 -0.62 0.13
C 4.5929 1.2611 -0.5216 0.30 0.41 -0.26
H 6.6920 4.0825 -2.1759 -0.02 -0.10 -0.03
H 5.4460 2.8990 -2.6479 0.01 0.00 0.02
H 6.8826 2.3667 -1.7325 -0.02 0.01 0.00
H 4.2924 3.9257 1.5139 0.00 0.12 0.05
H 2.9180 2.2909 2.7738 -0.06 0.00 0.10
H 2.1728 -1.8848 3.0476 0.04 -0.03 0.02
H 3.6475 -0.9987 3.5133 -0.04 -0.02 -0.04
H 3.5765 -1.8485 1.9469 -0.08 0.03 0.18
H 1.0358 -1.0983 -2.0394 0.01 0.06 0.07
H 1.4701 0.2227 -0.9322 -0.17 0.04 -0.10
H -0.1519 -0.5950 0.7374 -0.07 0.06 0.04
H -0.9765 -0.2895 -0.8032 -0.01 0.05 0.01
H -0.8315 -2.7455 -1.3286 -0.01 0.05 0.00
H -4.0137 -2.5052 -2.0798 0.10 0.06 -0.05
H -2.4022 -1.7557 -2.0875 0.00 -0.05 0.03
H -3.3273 0.2917 -1.0436 -0.03 -0.04 -0.08
H -4.1816 -0.0984 -2.5617 0.04 0.04 -0.01
H -7.0721 0.4468 -0.5153 0.00 0.06 -0.07
H -6.2806 0.8277 -2.0555 -0.06 0.03 0.06
H -6.4083 1.6079 1.5482 -0.07 -0.08 0.06
H -5.3400 3.5652 2.5796 -0.01 0.02 0.08
H -3.8395 5.0028 1.2479 0.03 0.07 0.04
H -3.4286 4.4748 -1.1278 0.05 0.06 -0.04
H -4.5008 2.5199 -2.1592 0.01 -0.03 -0.11
H -4.4441 -0.2616 1.0844 -0.06 -0.05 0.01
H -6.0579 -1.0190 1.0070 0.00 0.03 0.05
H -5.0963 -3.0490 -0.0006 0.00 0.03 0.04
H -4.2352 -2.6789 1.5228 -0.07 0.01 -0.15
H 0.4428 -2.9436 1.4228 0.00 -0.06 0.03
H 0.0909 -4.2984 0.3452 0.04 -0.02 0.05
H 1.6557 -3.4020 -1.3566 0.03 -0.02 0.07
H 2.5083 -3.5818 0.1943 -0.13 -0.13 -0.06
H 5.0095 0.9172 -1.4538 0.09 0.12 -0.15
```
Forces are in eV/Å.

# 2
C25H33O2PbTe | ωB97M-V/def2-TZVPD

Energy relative to the best compared isomer or geometry (same formula, charge and spin)   38.0 kcal/mol
Total charge   +1
HOMO-LUMO gap (spin up / spin down)   5.344 / 5.345 eV

XYZ file:
```
62
Properties=species:S:1:pos:R:3:forces:R:3
O 0.8424 -0.1792 0.0576 -1.03 -0.31 -0.80
C 0.4517 -0.8532 -1.1943 -0.56 0.33 0.14
C 1.8847 -1.3152 -1.3813 0.26 -0.12 0.17
H 0.0754 -0.0891 -1.8907 0.17 -0.39 0.06
H -0.3180 -1.6238 -1.0137 0.34 0.32 -0.05
C 2.2319 -0.4598 -0.1405 1.39 -0.09 -0.47
H 2.3535 -0.9934 -2.3024 0.07 -0.15 -0.18
H 2.0152 -2.3822 -1.1976 0.07 0.09 -0.21
C 2.9465 0.8295 -0.4760 0.54 0.34 -0.10
H 2.3480 1.4362 -1.1732 0.23 -0.22 0.16
H 3.9136 0.5972 -0.9567 -0.37 0.15 0.20
H 3.1561 1.4300 0.4262 -0.11 -0.22 -0.37
C 2.8511 -1.1799 1.0318 0.30 -0.23 0.35
H 2.3921 -2.1686 1.1823 0.16 0.31 0.00
H 2.7514 -0.5945 1.9664 0.05 -0.26 -0.46
H 3.9305 -1.3247 0.8412 -0.48 0.03 0.09
Pb -0.6837 0.3591 1.6231 -0.24 0.17 -0.90
C -1.2941 -0.8779 3.7149 -0.66 -1.03 -0.99
C -2.3714 -0.9808 2.7462 0.57 -1.67 0.84
C -1.8855 -1.7536 1.6175 -0.02 -1.17 1.42
H -3.3478 -0.4843 2.8105 0.67 -0.47 0.15
C -0.5164 -2.1210 1.8839 -1.02 -0.18 0.33
C -0.1377 -1.5725 3.1650 -0.62 0.24 0.05
H 0.8498 -1.6580 3.6464 -0.71 0.00 -0.34
H -1.3383 -0.3275 4.6649 0.05 -0.42 -0.66
H -2.4444 -1.9504 0.6959 0.34 -0.02 0.57
H 0.1247 -2.7054 1.2178 -0.30 0.30 0.36
C -1.0589 2.2363 3.2562 1.05 1.06 -0.30
C 0.2400 1.6928 3.5927 -0.42 0.87 -0.57
C 1.1142 1.8694 2.4459 -0.69 0.06 0.30
H 0.5131 1.1826 4.5309 -0.18 0.43 -0.72
C 0.3492 2.5314 1.4012 -0.41 0.93 0.69
C -0.9771 2.7729 1.9105 0.96 1.03 1.29
H -1.8169 3.1907 1.3374 0.84 -0.17 0.43
H -1.9674 2.2024 3.8776 0.66 0.06 -0.39
H 2.1695 1.5625 2.3961 -0.74 0.27 0.04
H 0.6875 2.7562 0.3841 -0.07 -0.02 0.61
O 2.4676 -1.0350 -5.0242 1.12 -0.90 -1.76
C 3.8166 -1.5858 -4.9095 0.08 -0.29 1.04
C 4.4020 -1.8507 -6.3066 -1.18 1.04 -0.05
H 3.7626 -2.5449 -4.3330 -0.05 0.61 -0.37
H 4.4196 -0.8762 -4.3084 -0.25 -0.31 -0.36
C 3.1169 -2.1669 -7.1135 0.01 -0.16 1.60
H 5.1325 -2.6434 -6.3211 0.23 -0.18 0.05
H 4.8389 -0.9160 -6.6900 0.06 -0.35 0.06
C 2.1006 -1.2248 -6.4406 -0.54 0.65 -0.13
H 2.8234 -3.2096 -6.9128 0.09 0.26 -0.26
H 3.2201 -2.0023 -8.1742 -0.06 0.05 -0.27
H 1.0654 -1.6102 -6.4745 0.48 0.15 0.06
H 2.1093 -0.2343 -6.9578 0.01 -0.56 0.50
Te -3.1536 1.0032 0.1990 -0.42 0.26 -0.67
C -4.4353 1.5809 1.7558 -0.98 0.27 1.37
C -4.3982 2.8625 2.3738 0.30 -0.44 -0.49
C -5.2537 3.1869 3.4295 0.21 0.26 -0.13
C -6.1854 2.2661 3.8993 0.12 -0.15 -0.17
C -6.2675 1.0086 3.2982 -0.04 -0.21 -0.23
C -5.4205 0.6630 2.2400 0.67 0.45 -0.22
H -3.6808 3.6099 2.0179 -0.37 -0.27 0.21
H -5.1837 4.1818 3.8883 -0.03 -0.48 -0.25
H -6.8459 2.5275 4.7278 0.20 -0.11 -0.26
H -7.0032 0.2810 3.6597 0.33 0.30 -0.21
H -5.4823 -0.3253 1.7791 -0.07 0.25 0.20
```
Forces are in eV/Å.

# 3
C25H33O2Tl | ωB97M-V/def2-TZVPD

Energy relative to the best compared isomer or geometry (same formula, charge and spin)   9.4 kcal/mol
Total charge   0
HOMO-LUMO gap (spin up / spin down)   5.040 / 5.037 eV

XYZ file:
```
61
Properties=species:S:1:pos:R:3:forces:R:3
O 4.1741 -1.2266 0.7195 0.98 -1.11 0.71
C 4.6387 -2.5460 1.1437 -0.09 0.43 -0.18
C 6.1077 -2.1606 0.9459 -0.61 0.33 0.06
H 4.2787 -3.3153 0.4504 0.03 0.02 0.21
H 4.3558 -2.7697 2.1711 -0.19 -0.08 -0.03
C 5.5044 -0.8960 0.2523 0.47 0.31 0.54
H 6.6769 -2.8553 0.3287 0.19 0.23 0.11
H 6.5804 -1.9429 1.9184 0.08 -0.06 -0.61
C 5.5666 -0.8698 -1.2505 0.23 0.14 -0.67
H 5.1474 -1.7830 -1.6994 0.25 0.28 0.13
H 6.6202 -0.7204 -1.5631 -0.50 -0.23 0.05
H 4.9905 -0.0070 -1.6346 0.17 -0.48 0.15
C 5.9359 0.4530 0.8098 -0.02 0.06 -0.20
H 5.6809 0.5474 1.8799 0.24 -0.07 -0.46
H 5.4119 1.2448 0.2350 0.34 -0.26 0.45
H 7.0234 0.5530 0.6481 -0.40 0.18 0.20
Tl -1.5366 -0.2087 0.7001 -1.01 1.32 0.37
C -3.3812 3.0378 1.3923 0.25 -0.51 0.68
C -3.9861 1.9859 2.1466 0.50 0.03 -0.47
C -2.9798 1.3749 2.9349 -0.02 0.13 -0.31
H -5.0487 1.7323 2.1403 0.45 -0.06 -0.08
C -1.7669 2.1087 2.7437 0.10 -0.28 -0.71
C -2.0196 3.1350 1.7796 -0.38 -0.69 -0.04
H -1.3033 3.8718 1.4273 -0.10 -0.14 0.08
H -3.8826 3.6478 0.6510 0.00 0.06 0.23
H -3.1183 0.5109 3.5801 0.00 0.33 0.13
H -0.8258 1.9494 3.2707 -0.29 0.06 -0.08
C -3.3789 2.5898 -2.3382 0.67 0.76 0.51
C -2.3447 3.3167 -1.6794 -2.65 -0.37 -0.81
C -1.1263 2.6062 -1.8493 0.94 -2.91 -1.43
H -2.4671 4.2498 -1.1396 0.04 -0.20 -0.15
C -1.4102 1.4262 -2.6094 1.74 1.56 1.44
C -2.8004 1.4171 -2.9001 -0.73 0.82 0.35
H -3.3358 0.6404 -3.4433 0.16 0.24 0.12
H -4.4250 2.8896 -2.4072 0.41 -0.15 0.08
H -0.1506 2.9177 -1.4795 -0.29 -0.14 -0.13
H -0.6787 0.6851 -2.9309 -0.23 0.25 0.11
O 2.4579 -1.0823 -1.1862 -1.82 0.19 1.77
C 2.1057 0.1446 -0.4705 -0.18 0.02 -0.81
C 1.7355 -0.1785 0.9864 0.96 0.13 -0.27
H 1.2208 0.6534 -0.9645 0.99 -0.47 0.19
H 3.0053 0.7666 -0.5182 -0.37 0.18 -0.13
C 1.4628 -1.6768 0.9915 0.51 -0.02 0.15
H 0.9192 0.4493 1.3168 -0.21 0.17 0.19
H 2.6055 -0.0222 1.6364 -0.50 0.34 -0.21
C 1.7748 -2.1359 -0.4386 -0.07 -0.04 -0.87
H 0.4457 -1.9221 1.3235 0.25 -0.22 -0.20
H 2.1724 -2.1006 1.7014 -0.33 -0.32 -0.02
H 0.8288 -2.3728 -0.9390 0.00 0.05 -0.20
H 2.3900 -3.0417 -0.4918 -0.06 0.27 0.06
C -6.4735 -1.8741 -1.0262 0.14 0.21 0.09
C -6.3943 -0.4818 -0.8556 1.13 -0.02 0.24
C -5.1439 0.1150 -0.5070 -1.68 0.52 -0.34
C -4.0731 -0.7062 -0.3651 0.35 -0.20 -0.06
C -4.0774 -2.0535 -0.5616 -1.02 -1.34 -0.26
C -5.3312 -2.6719 -0.8856 0.59 0.82 0.18
H -7.4434 -2.3299 -1.2628 0.50 0.16 0.08
H -7.2724 0.1545 -0.9798 0.26 -0.22 0.06
H -5.0623 1.1944 -0.3626 -0.04 -0.39 -0.01
H -3.1801 -2.6647 -0.4655 -0.22 0.06 -0.02
H -5.3998 -3.7528 -1.0202 0.13 0.33 0.03
```
Forces are in eV/Å.

# 4
C25H33O2Zr | ωB97M-V/def2-TZVPD

Energy relative to the best compared isomer or geometry (same formula, charge and spin)   71.0 kcal/mol
Total charge   +1
HOMO-LUMO gap   7.479 eV

XYZ file:
```
61
Properties=species:S:1:pos:R:3:forces:R:3
O 1.0930 1.0984 -0.6135 1.15 0.32 -4.31
C 0.7156 0.8779 -2.1913 0.00 -0.62 1.12
C 2.0220 1.4611 -2.6279 -0.21 -0.11 0.08
H -0.2012 1.4169 -2.4615 0.27 -0.13 0.46
H 0.6694 -0.1902 -2.3814 -0.47 0.17 0.47
C 2.3843 1.7627 -1.1819 0.87 0.44 0.08
H 1.8640 2.3492 -3.2221 0.36 0.14 -0.20
H 2.6785 0.7630 -3.1285 0.06 -0.16 -0.11
C 2.4013 3.2794 -1.0678 -0.28 0.33 0.51
H 1.5614 3.6854 -1.6398 0.24 0.05 -0.05
H 3.3449 3.6679 -1.4880 -0.40 -0.31 0.04
H 2.2873 3.6858 -0.0665 0.38 -0.18 -0.11
C 3.6257 1.0625 -0.6328 -0.04 -0.31 0.24
H 3.6299 -0.0184 -0.8523 -0.20 0.44 0.04
H 3.7046 1.1614 0.4639 -0.07 0.14 -0.41
H 4.5472 1.4721 -1.0906 -0.59 0.02 0.20
Zr -0.1285 0.8425 1.0195 -2.18 -3.60 0.12
C -0.4959 -0.8705 2.7206 0.59 -0.23 0.04
C -1.0725 -1.9707 1.9955 0.89 0.69 0.39
C -0.0319 -2.6190 1.2895 0.25 0.07 0.69
H -2.1201 -2.2979 2.0086 0.58 0.37 -0.02
C 1.1862 -1.9647 1.5602 -0.50 0.60 0.63
C 0.9192 -0.7970 2.3569 -0.08 -1.14 1.05
H 1.7010 -0.2886 2.9194 -0.23 -0.22 0.11
H -0.9146 -0.3427 3.5878 0.16 -0.35 -0.68
H -0.1662 -3.5118 0.6825 0.10 0.27 0.22
H 2.2030 -2.3248 1.4010 -0.46 0.26 -0.34
C -1.0395 2.2270 2.7183 0.53 1.28 -0.20
C 0.3798 2.2792 2.9141 -0.65 1.24 -0.32
C 0.9694 2.9146 1.7748 -1.05 0.28 0.20
H 0.9253 2.0402 3.8251 -0.26 -0.25 -0.33
C -0.0905 3.2455 0.8517 -0.27 0.18 1.31
C -1.3373 2.7911 1.4089 0.56 1.18 0.90
H -2.3132 2.8864 0.9072 0.65 -0.06 0.65
H -1.7615 1.9111 3.4767 0.44 0.02 -0.67
H 2.0083 3.2455 1.7022 -0.46 -0.54 0.07
H 0.0256 3.8289 -0.0643 -0.14 -0.56 0.31
O 0.4153 -1.9220 -1.1604 0.22 0.89 0.29
C 1.7745 -2.3044 -1.3903 -0.38 -0.23 -0.67
C 1.6682 -3.4970 -2.3505 -0.12 -0.52 0.28
H 2.2409 -2.6509 -0.4444 -0.38 0.63 -0.73
H 2.3434 -1.4327 -1.8032 -0.29 -0.67 0.23
C 0.1887 -3.5863 -2.8205 0.29 0.35 -0.08
H 1.8762 -4.3843 -1.7483 0.21 -0.06 -0.35
H 2.3860 -3.4390 -3.1666 -0.08 -0.10 -0.01
C -0.5032 -2.4327 -2.1175 0.06 0.15 0.10
H -0.2768 -4.5411 -2.5551 0.24 0.17 -0.26
H 0.1013 -3.3812 -3.8835 0.05 -0.54 -0.18
H -1.4116 -2.7069 -1.5796 0.03 -0.06 0.05
H -0.7859 -1.6495 -2.8386 0.08 -0.01 0.11
C -5.2629 -0.3473 1.0148 0.24 0.01 -0.23
C -4.6209 0.0347 2.1986 0.89 -0.07 -0.19
C -3.2334 0.2512 2.1685 -0.89 -0.07 0.15
C -2.5150 0.3320 0.9706 1.18 0.32 -0.69
C -3.1798 0.0584 -0.2274 -0.91 -0.33 0.36
C -4.5329 -0.3849 -0.1858 0.25 0.32 -0.02
H -6.3154 -0.6408 1.0470 0.36 0.16 -0.18
H -5.1252 0.1464 3.1657 -0.04 -0.35 -0.53
H -2.7285 0.2951 3.1389 -0.36 0.24 -0.48
H -2.6611 0.1562 -1.1971 -0.35 -0.21 0.42
H -5.0159 -0.7324 -1.1091 0.15 0.26 0.44
```
Forces are in eV/Å.

no.,DFT total energy (eV)
1,-52002.97084
2,-43082.70256
3,-35240.63090
4,-31826.14470